Here is C44H41N5O5Ti as an isolated structure from the OMol25 dataset. Energies are from ωB97M-V with the def2-TZVPD basis set.

Last column: Mulliken spin population.
Positions of all 96 atoms, in Å:
1 Ti -0.51 1.35 0.05  0.9074
2 O -4.60 2.52 0.21  -0.0007
3 C -3.44 2.19 -0.04  0.0080
4 N -2.35 2.23 0.73  -0.0267
5 C -2.23 3.18 1.76  -0.0007
6 C -3.24 3.74 2.53  0.0021
7 C -2.94 4.78 3.42  -0.0020
8 C -1.65 5.26 3.52  0.0021
9 C -0.62 4.69 2.77  -0.0060
10 C -0.90 3.64 1.92  0.0190
11 N 0.00 2.92 1.14  -0.0263
12 C 1.15 3.33 0.53  -0.0130
13 O 1.66 4.45 0.53  0.0009
14 C 1.64 2.18 -0.28  0.0051
15 C 2.68 2.37 -1.25  0.0109
16 C 3.28 1.32 -1.85  -0.0250
17 C 2.86 -0.01 -1.47  0.0115
18 C 2.05 -0.21 -0.43  -0.0003
19 N 1.56 0.86 0.41  -0.0070
20 C -3.10 1.79 -1.46  0.0106
21 C -4.08 1.56 -2.41  -0.0002
22 C -3.70 1.32 -3.72  0.0007
23 C -2.35 1.31 -4.04  0.0053
24 C -1.43 1.53 -3.03  0.0238
25 N -1.80 1.76 -1.78  -0.0097
26 H -4.26 3.39 2.41  0.0003
27 H -3.74 5.21 4.01  -0.0003
28 H -1.43 6.08 4.20  -0.0001
29 H 0.40 5.07 2.84  -0.0001
30 H 2.93 3.39 -1.48  0.0020
31 H 4.05 1.46 -2.61  -0.0016
32 H 3.18 -0.87 -2.03  0.0015
33 H 1.74 -1.20 -0.10  -0.0049
34 H -5.11 1.61 -2.10  -0.0005
35 H -4.45 1.14 -4.49  0.0002
36 H -2.01 1.13 -5.05  0.0001
37 H -0.36 1.51 -3.21  -0.0066
38 C 2.11 0.77 1.79  0.0292
39 C 3.60 0.98 1.83  -0.0009
40 C 4.14 2.27 1.83  -0.0017
41 C 5.51 2.46 1.81  0.0004
42 C 6.37 1.36 1.80  -0.0001
43 C 5.85 0.08 1.80  0.0004
44 C 4.47 -0.11 1.81  -0.0006
45 H 1.59 1.51 2.39  0.0057
46 H 1.85 -0.21 2.17  -0.0012
47 H 3.48 3.13 1.82  0.0010
48 H 5.91 3.46 1.81  0.0000
49 H 7.44 1.51 1.78  0.0000
50 H 6.51 -0.78 1.78  -0.0001
51 H 4.06 -1.11 1.80  0.0001
52 C 1.81 -3.39 -6.38  0.0000
53 C 1.28 -4.00 -5.11  0.0003
54 C 1.63 -5.32 -4.80  0.0001
55 C 1.18 -5.90 -3.63  0.0000
56 C 0.38 -5.19 -2.75  0.0000
57 C 0.00 -3.88 -3.07  -0.0001
58 N -0.78 -3.09 -2.23  -0.0009
59 C -1.54 -3.47 -1.13  0.0004
60 C -2.17 -4.72 -1.06  -0.0012
61 C -2.94 -5.06 0.04  0.0017
62 C -3.12 -4.17 1.09  -0.0010
63 C -2.53 -2.93 1.02  0.0001
64 C -1.75 -2.56 -0.07  -0.0057
65 C -1.19 -1.17 -0.09  0.0418
66 O -0.79 -0.64 -1.16  0.0587
67 O -1.11 -0.52 0.99  -0.0301
68 C 0.46 -3.28 -4.25  -0.0003
69 C 0.07 -1.85 -4.53  0.0000
70 H 2.47 -4.09 -6.90  0.0000
71 H 2.39 -2.48 -6.18  0.0000
72 H 1.01 -3.11 -7.07  0.0000
73 H 2.27 -5.87 -5.48  0.0000
74 H 1.48 -6.91 -3.37  0.0000
75 H 0.08 -5.63 -1.82  0.0001
76 H -0.59 -2.09 -2.23  0.0010
77 H -2.07 -5.41 -1.88  0.0000
78 H -3.42 -6.03 0.06  0.0001
79 H -3.73 -4.44 1.94  0.0000
80 H -2.66 -2.20 1.81  -0.0002
81 H 0.32 -1.55 -5.54  0.0000
82 H 0.57 -1.16 -3.84  -0.0012
83 H -1.01 -1.71 -4.39  0.0001
84 C -1.96 -0.02 5.49  -0.0002
85 C -1.02 1.05 6.08  0.0002
86 C -0.57 1.84 4.84  0.0014
87 O -0.67 0.92 3.77  0.0176
88 C -1.90 0.26 3.98  0.0076
89 H -2.98 0.06 5.87  0.0000
90 H -1.59 -1.03 5.71  0.0000
91 H -0.16 0.58 6.57  0.0000
92 H -1.51 1.69 6.81  0.0000
93 H 0.46 2.20 4.89  -0.0003
94 H -1.23 2.69 4.66  -0.0004
95 H -1.91 -0.63 3.35  -0.0017
96 H -2.72 0.92 3.67  0.0001

Its spin multiplicity is 2. For the relative energy (zero: lowest compared OMol25 entry of this formula, charge and spin), the calculation gives 33.6 kcal per mole. As for the expectation value of S²: 0.759. The LUMO energy (alpha / beta) is 2.4 / 2.4 eV. The frontier orbital gap (alpha / beta) is 6.1 / 6.1 eV. The charge is -1.

---

Here is one molecule with the formula C4H9N3O from the OMol25 dataset. Energies are from ωB97M-V with the def2-TZVPD basis set.

Last column: natural (NBO) charge in e.
Positions of all 17 atoms, in Å:
1 N 0.72 -0.56 2.21  -0.8177
2 C 1.84 0.28 0.21  0.4254
3 C 0.62 0.34 1.11  0.0175
4 O 2.44 -0.73 -0.03  -0.5160
5 H 0.02 -1.56 -1.00  0.3485
6 H -0.17 -0.70 2.66  0.3689
7 H 1.06 -1.46 1.87  0.3867
8 H 2.02 1.22 -0.34  0.1111
9 H 0.43 1.36 1.48  0.1941
10 C -0.88 0.95 -0.75  -0.0150
11 C -1.46 0.70 -1.92  -0.5264
12 N -0.49 0.01 0.18  -0.2821
13 N -0.50 -1.36 -0.15  -0.6638
14 H -1.47 -1.65 -0.27  0.3637
15 H -0.74 1.96 -0.41  0.1988
16 H -1.63 -0.30 -2.30  0.1952
17 H -1.81 1.50 -2.54  0.2111

For the relative energy (zero: lowest compared OMol25 entry of this formula, charge and spin), the calculation gives 61.7 kcal per mole. The LUMO energy is 0.9 eV. As for the structure (SMILES): C=CN(N)[C@@H](N)C=O. The frontier orbital gap is 9.3 eV.

---

Here is a 6-piece molecular cluster, C33H33N3O6 overall from the OMol25 dataset. Energies are from ωB97M-V with the def2-TZVPD basis set.

Last column: Löwdin charge in e.
Positions of all 75 atoms, in Å:
1 N -1.23 5.42 5.30  0.0573
2 C -0.23 5.94 4.53  -0.1659
3 C 0.37 5.27 3.48  -0.1411
4 C -0.25 4.20 2.97  -0.0955
5 C -1.31 3.58 3.67  -0.0405
6 C -1.89 4.31 4.76  -0.0881
7 H 0.40 6.92 4.61  0.1316
8 H 1.42 5.55 3.29  0.1105
9 H 0.28 3.55 2.17  0.1188
10 H -1.61 2.81 3.13  0.0155
11 H -2.69 3.80 5.26  0.0886
12 N 6.54 -2.38 3.96  0.0440
13 C 6.09 -1.13 3.57  -0.0890
14 C 4.77 -0.57 3.81  -0.0182
15 C 3.82 -1.45 4.40  -0.0394
16 C 4.29 -2.70 4.76  -0.1280
17 C 5.55 -3.07 4.56  -0.2069
18 H 6.96 -0.56 3.31  0.0877
19 H 4.52 0.27 3.58  -0.0214
20 H 2.92 -1.19 4.95  0.1055
21 H 3.49 -3.41 4.98  0.1089
22 H 6.17 -4.07 4.80  0.1506
23 N 2.19 -1.14 -0.30  0.0290
24 C 3.25 -0.67 0.26  -0.2155
25 C 3.46 0.65 0.74  -0.0804
26 C 2.39 1.54 0.64  -0.1195
27 C 1.16 1.12 0.12  -0.0839
28 C 1.03 -0.29 -0.21  -0.0790
29 H 3.93 -1.58 0.08  0.1343
30 H 4.34 1.08 1.23  0.0971
31 H 2.57 2.60 1.02  0.1207
32 H 0.19 1.86 0.13  0.1334
33 H 0.02 -0.74 -0.65  0.1182
34 C -2.37 -5.28 -2.28  -0.0080
35 C -2.22 -4.42 -3.45  0.0331
36 C -1.42 -3.25 -3.40  -0.4123
37 C -0.75 -3.01 -2.19  0.0021
38 C -0.84 -3.95 -1.09  -0.0035
39 C -1.75 -5.03 -1.07  -0.3369
40 O -1.89 -5.87 0.06  -0.0520
41 O -1.43 -2.42 -4.35  0.1054
42 H -2.94 -6.17 -2.08  0.1054
43 H -2.67 -4.70 -4.37  0.0884
44 H -0.05 -2.25 -2.17  0.0525
45 H -0.14 -3.66 -0.39  0.0758
46 H -1.57 -5.63 1.06  0.1806
47 H -0.80 -1.68 -4.25  0.1128
48 C -2.55 1.15 0.73  0.0297
49 C -3.51 0.84 -0.38  0.0336
50 C -3.93 -0.47 -0.68  -0.3065
51 C -3.51 -1.45 0.19  -0.0371
52 C -2.56 -1.26 1.23  -0.0239
53 C -2.13 0.04 1.52  -0.3291
54 O -1.31 0.33 2.57  0.0894
55 O -4.84 -0.66 -1.71  0.0913
56 H -2.23 2.11 0.77  0.0552
57 H -3.69 1.68 -0.98  0.0823
58 H -3.73 -2.53 -0.12  0.1406
59 H -2.18 -2.17 1.88  0.1533
60 H -1.52 -0.20 3.19  -0.0149
61 H -5.00 -1.44 -2.08  0.0259
62 C -0.89 1.29 -3.53  0.0371
63 C -1.79 2.45 -4.04  0.0945
64 C -1.65 2.81 -5.48  -0.2924
65 C -0.56 2.36 -6.14  -0.0056
66 C 0.31 1.32 -5.59  0.0130
67 C 0.19 0.86 -4.29  -0.3931
68 O 0.82 -0.15 -3.80  0.1002
69 O -2.55 3.67 -6.11  0.0763
70 H -0.81 1.36 -2.50  0.0590
71 H -2.58 2.73 -3.36  0.0864
72 H -0.28 2.39 -7.28  0.1534
73 H 1.02 1.00 -6.06  0.0135
74 H 1.58 -0.44 -4.20  0.0846
75 H -2.15 4.19 -6.67  0.0007

For the relative energy (zero: lowest compared OMol25 entry of this formula, charge and spin), the calculation gives 313.6 kcal per mole. The LUMO energy is 0.2 eV. As for the structure (SMILES): Oc1ccc(O)cc1.Oc1ccc(O)cc1.Oc1ccc(O)cc1.c1ccncc1.c1ccncc1.c1ccncc1. The frontier orbital gap is 8.2 eV.

---

Here is one molecule with the formula C4H8N2O2S from the OMol25 dataset. Energies are from ωB97M-V with the def2-TZVPD basis set.

Last column: natural (NBO) charge in e.
Positions of all 17 atoms, in Å:
1 C 0.00 0.82 0.70  0.3173
2 C -0.92 1.88 0.14  -0.6861
3 C -1.13 -2.11 -0.57  -0.7391
4 C 0.76 -0.07 -0.38  -0.2984
5 N 0.29 0.73 1.88  -0.5717
6 N 2.16 0.21 -0.29  0.4956
7 O 2.67 1.01 -1.08  -0.3427
8 O 2.74 -0.26 0.74  -0.3739
9 S 0.52 -1.83 0.13  0.2320
10 H -1.67 1.57 -0.50  0.2241
11 H -0.43 2.71 -0.51  0.2389
12 H -1.52 2.20 0.93  0.2401
13 H -1.34 -3.13 -0.29  0.2410
14 H -1.14 -1.98 -1.56  0.2077
15 H -1.94 -1.58 -0.06  0.2178
16 H 0.31 0.00 -1.32  0.2370
17 H 0.65 -0.17 2.04  0.3604

For the relative energy (zero: lowest compared OMol25 entry of this formula, charge and spin), the calculation gives 109.4 kcal per mole. The LUMO energy is -0.6 eV. As for the structure (SMILES): [H]/N=C(/C)[C@H](SC)[N+](=O)[O-]. The frontier orbital gap is 8.9 eV.